(1)
{"formula": "C33H46NiOP2Si", "method": "ωB97M-V/def2-TZVPD", "s_squared": 2.016, "spin_multiplicity": 3, "e_above_lowest_kcal_mol": 31.3, "homo_lumo_gap_ev": [8.4, 6.7], "species": ["P", "P", "C", "C", "H", "H", "H", "H", "C", "H", "H", "H", "C", "H", "H", "H", "C", "H", "H", "H", "C", "H", "H", "H", "Ni", "C", "C", "C", "C", "C", "C", "C", "C", "C", "H", "H", "H", "H", "H", "H", "H", "H", "H", "H", "H", "H", "H", "H", "H", "O", "Si", "C", "C", "C", "C", "C", "C", "C", "C", "C", "C", "C", "C", "C", "C", "C", "C", "C", "C", "H", "H", "H", "H", "H", "H", "H", "H", "H", "H", "H", "H", "H", "H", "H"], "xyz": [[0.762, -1.296, -3.415], [1.354, 1.535, -2.432], [0.508, 0.155, -4.614], [1.468, 1.298, -4.305], [-0.540, 0.479, -4.457], [0.580, -0.181, -5.653], [2.505, 1.051, -4.563], [1.200, 2.227, -4.824], [-0.013, 2.760, -2.503], [-0.281, 3.076, -1.502], [-0.898, 2.353, -2.983], [0.312, 3.632, -3.072], [2.806, 2.585, -2.130], [3.192, 2.883, -3.104], [3.552, 1.995, -1.581], [2.492, 3.439, -1.520], [0.398, -2.446, -4.803], [0.311, -3.479, -4.447], [1.264, -2.348, -5.479], [-0.515, -2.148, -5.334], [2.525, -2.038, -3.218], [3.387, -1.422, -2.909], [2.748, -2.401, -4.226], [2.495, -2.903, -2.533], [1.671, -0.339, -1.948], [-2.929, 0.922, -3.610], [-3.152, 0.762, -4.930], [-4.235, -0.033, -5.572], [-4.632, -1.283, -4.777], [-3.477, -2.220, -4.671], [-2.708, -2.351, -3.592], [-2.564, -1.419, -2.444], [-3.177, 0.016, -2.452], [2.837, -1.036, -0.558], [-2.641, 1.933, -3.285], [-2.603, 1.407, -5.617], [-3.891, -0.343, -6.571], [-5.139, 0.582, -5.721], [-5.074, -1.019, -3.807], [-5.425, -1.792, -5.341], [-3.293, -2.834, -5.570], [-2.083, -3.242, -3.497], [-1.477, -1.342, -2.214], [-3.004, -1.931, -1.573], [-4.246, -0.020, -2.187], [-2.702, 0.509, -1.582], [3.532, -0.203, -0.330], [3.418, -1.988, -0.664], [2.076, -1.120, 0.252], [0.984, 1.797, 0.026], [0.637, 1.960, 1.554], [1.351, 3.499, 2.382], [2.655, 3.895, 2.056], [3.256, 4.977, 2.717], [2.553, 5.683, 3.699], [1.228, 5.331, 3.981], [0.627, 4.253, 3.312], [-1.201, 2.027, 1.929], [-1.727, 1.796, 3.205], [-3.101, 1.964, 3.438], [-3.949, 2.330, 2.388], [-3.427, 2.507, 1.102], [-2.057, 2.349, 0.873], [1.214, 0.452, 2.516], [2.513, 0.387, 3.038], [2.937, -0.768, 3.713], [2.064, -1.851, 3.886], [0.779, -1.792, 3.340], [0.360, -0.652, 2.642], [3.210, 3.358, 1.286], [4.277, 5.263, 2.468], [3.029, 6.507, 4.236], [0.660, 5.892, 4.724], [-0.413, 4.005, 3.527], [-1.076, 1.490, 4.027], [-3.500, 1.807, 4.441], [-5.017, 2.474, 2.568], [-4.080, 2.773, 0.268], [-1.648, 2.476, -0.129], [3.193, 1.230, 2.919], [3.954, -0.817, 4.109], [2.391, -2.740, 4.435], [0.093, -2.637, 3.451], [-0.641, -0.621, 2.209]]}


(2)
{"formula": "C33H48ClF5GeMnN4PS", "method": "ωB97M-V/def2-TZVPD", "s_squared": 0.763, "spin_multiplicity": 2, "homo_lumo_gap_ev": [6.9, 7.2], "charge": 1, "species": ["Mn", "Cl", "C", "C", "C", "C", "C", "C", "P", "C", "C", "C", "C", "C", "C", "C", "C", "C", "C", "C", "C", "H", "H", "H", "H", "H", "H", "H", "H", "H", "H", "H", "H", "H", "H", "C", "C", "N", "C", "S", "N", "C", "C", "H", "H", "H", "H", "H", "H", "H", "H", "H", "H", "H", "H", "C", "C", "C", "C", "N", "N", "H", "H", "H", "H", "H", "H", "H", "H", "H", "H", "H", "H", "F", "C", "F", "C", "F", "F", "F", "C", "Ge", "C", "C", "C", "H", "H", "H", "H", "H", "H", "H", "H", "H", "H"], "xyz": [[0.002, -0.564, -0.978], [0.590, -2.444, -1.856], [1.961, -3.413, -1.593], [2.421, -4.193, -2.643], [3.488, -5.051, -2.440], [4.080, -5.121, -1.188], [3.626, -4.330, -0.148], [2.562, -3.449, -0.332], [1.864, -2.474, 1.046], [0.341, -3.335, 1.530], [-0.432, -2.791, 2.555], [-1.653, -3.356, 2.870], [-2.121, -4.448, 2.154], [-1.353, -4.995, 1.139], [-0.118, -4.450, 0.834], [3.073, -2.576, 2.397], [2.722, -2.878, 3.707], [3.694, -2.846, 4.694], [5.005, -2.526, 4.385], [5.356, -2.221, 3.079], [4.390, -2.233, 2.091], [1.922, -4.123, -3.597], [3.841, -5.674, -3.248], [4.897, -5.802, -1.004], [4.100, -4.398, 0.819], [-0.089, -1.921, 3.098], [-2.246, -2.946, 3.674], [-3.079, -4.880, 2.399], [-1.715, -5.847, 0.584], [0.481, -4.896, 0.052], [1.708, -3.155, 3.961], [3.426, -3.073, 5.715], [5.756, -2.518, 5.160], [6.380, -1.975, 2.838], [4.639, -1.988, 1.069], [-4.637, 2.388, -4.464], [-3.265, 3.031, -4.688], [-2.399, 2.906, -3.535], [-2.209, 3.698, -2.491], [-1.046, 3.211, -1.363], [-2.804, 4.868, -2.220], [-4.063, 5.439, -2.654], [-3.919, 6.926, -2.945], [-5.274, 2.584, -5.324], [-5.129, 2.777, -3.573], [-4.530, 1.311, -4.355], [-3.360, 4.081, -4.972], [-2.770, 2.507, -5.509], [-1.812, 2.045, -3.522], [-2.421, 5.315, -1.394], [-4.804, 5.288, -1.858], [-4.413, 4.921, -3.539], [-3.510, 7.449, -2.083], [-4.898, 7.342, -3.167], [-3.265, 7.093, -3.797], [-3.468, 1.690, 2.087], [-2.034, 1.343, 2.500], [-1.126, 2.567, 2.375], [-2.018, 0.816, 3.937], [-1.470, 0.255, 1.677], [-1.471, 0.463, 0.265], [-3.874, 2.443, 2.756], [-4.104, 0.806, 2.135], [-3.490, 2.091, 1.075], [-1.386, 3.303, 3.129], [-1.217, 3.042, 1.400], [-0.091, 2.273, 2.521], [-2.292, 1.607, 4.630], [-1.023, 0.459, 4.191], [-2.724, -0.004, 4.055], [-1.983, -0.605, 1.872], [-1.180, 1.441, 0.094], [-2.426, 0.397, -0.126], [0.495, 0.456, -2.979], [-0.833, 0.415, -3.510], [-1.439, -0.405, -2.463], [-0.780, -0.465, -4.752], [-2.004, -0.522, -5.308], [0.042, 0.052, -5.671], [-0.392, -1.755, -4.568], [3.007, 1.170, 2.760], [2.793, 0.680, 0.838], [1.848, 2.110, -0.154], [4.585, 0.497, -0.010], [1.401, -0.810, 0.645], [3.244, 2.227, 2.795], [3.829, 0.629, 3.216], [2.108, 1.004, 3.344], [2.545, 2.785, -0.642], [1.200, 2.705, 0.480], [1.221, 1.653, -0.934], [4.938, 1.502, -0.227], [4.529, -0.047, -0.946], [5.309, 0.024, 0.645], [0.736, -0.575, 1.500]]}


(3)
{"formula": "C33H48CsN4O5S3", "method": "ωB97M-V/def2-TZVPD", "spin_multiplicity": 1, "e_above_lowest_kcal_mol": 0.0, "homo_lumo_gap_ev": 7.5, "charge": -1, "species": ["Cs", "C", "C", "C", "C", "C", "C", "N", "C", "C", "N", "C", "C", "O", "O", "C", "C", "C", "C", "C", "C", "N", "C", "C", "N", "C", "C", "O", "O", "H", "H", "H", "H", "H", "H", "H", "H", "H", "H", "H", "H", "H", "H", "H", "H", "H", "H", "H", "H", "H", "H", "H", "H", "H", "H", "H", "H", "H", "H", "H", "H", "H", "H", "H", "H", "H", "H", "H", "O", "C", "C", "C", "C", "C", "S", "C", "C", "C", "C", "S", "C", "C", "C", "C", "S", "H", "H", "H", "H", "H", "H", "H", "H", "H"], "xyz": [[-0.468, -2.171, -2.135], [-0.451, -3.744, 3.608], [-0.047, -2.290, 3.380], [-1.120, -1.280, 3.802], [-2.490, -1.223, 3.105], [-3.329, -2.478, 3.386], [-3.219, -0.003, 3.667], [-2.322, -1.086, 1.622], [-3.582, -0.941, 0.827], [-3.868, 0.485, 0.390], [-2.896, 1.027, -0.551], [-3.279, 0.877, -1.970], [-3.748, -0.493, -2.539], [-4.511, -0.413, -3.508], [-3.247, -1.528, -2.019], [-2.633, 2.461, -0.312], [-3.896, 3.312, -0.100], [-1.642, 2.746, 0.815], [-0.192, 2.251, 0.638], [0.754, 3.261, 1.304], [0.181, 2.125, -0.833], [-0.069, 0.931, 1.311], [1.161, 0.193, 0.992], [1.410, -0.912, 2.000], [0.405, -1.974, 2.017], [0.769, -3.104, 1.187], [-0.412, -3.931, 0.646], [-0.172, -5.085, 0.297], [-1.528, -3.317, 0.527], [-0.827, -3.843, 4.628], [0.407, -4.408, 3.507], [-1.218, -4.095, 2.926], [0.790, -2.110, 4.077], [-0.673, -0.285, 3.730], [-1.331, -1.431, 4.867], [-3.166, -2.805, 4.413], [-3.070, -3.294, 2.713], [-4.394, -2.275, 3.272], [-3.320, -0.113, 4.748], [-4.219, 0.093, 3.245], [-2.664, 0.917, 3.469], [-1.853, -1.987, 1.240], [-1.651, -0.324, 1.391], [-4.415, -1.308, 1.426], [-3.474, -1.569, -0.054], [-3.895, 1.126, 1.273], [-4.885, 0.495, -0.031], [-2.389, 1.132, -2.563], [-4.032, 1.627, -2.247], [-2.172, 2.819, -1.233], [-4.303, 3.189, 0.906], [-4.677, 3.060, -0.817], [-3.654, 4.369, -0.226], [-2.034, 2.367, 1.767], [-1.614, 3.836, 0.923], [0.720, 4.222, 0.787], [1.786, 2.908, 1.279], [0.465, 3.428, 2.348], [0.015, 3.077, -1.342], [-0.413, 1.356, -1.326], [1.229, 1.861, -0.958], [-0.049, 1.133, 2.309], [2.045, 0.845, 1.006], [1.107, -0.186, -0.031], [1.459, -0.455, 2.996], [2.408, -1.334, 1.814], [1.480, -3.792, 1.664], [1.287, -2.723, 0.300], [1.855, -0.368, -2.174], [2.994, 0.134, -2.708], [3.795, 0.915, -1.656], [4.344, 0.382, -0.528], [4.896, 1.356, 0.348], [4.759, 2.623, -0.138], [3.964, 2.627, -1.654], [3.889, -0.992, -3.234], [5.190, -1.026, -3.634], [5.585, -2.306, -4.121], [4.570, -3.213, -4.070], [3.143, -2.522, -3.420], [2.642, 1.042, -3.893], [3.396, 1.706, -4.815], [2.605, 2.430, -5.752], [1.270, 2.283, -5.519], [0.969, 1.282, -4.163], [4.331, -0.682, -0.330], [5.376, 1.125, 1.289], [5.095, 3.547, 0.306], [5.851, -0.171, -3.573], [6.578, -2.536, -4.480], [4.599, -4.252, -4.355], [4.477, 1.671, -4.833], [3.013, 3.018, -6.563], [0.451, 2.708, -6.078]]}


(4)
{"formula": "C33H48F2N6O4S2", "method": "ωB97M-V/def2-TZVPD", "spin_multiplicity": 1, "homo_lumo_gap_ev": 7.5, "charge": 4, "species": ["C", "N", "C", "C", "C", "C", "C", "C", "C", "C", "N", "C", "C", "C", "H", "H", "H", "H", "H", "H", "H", "H", "H", "H", "H", "H", "H", "H", "C", "N", "C", "C", "C", "C", "C", "C", "C", "C", "N", "C", "C", "C", "H", "H", "H", "H", "H", "H", "H", "H", "H", "H", "H", "H", "H", "H", "C", "C", "C", "N", "C", "C", "C", "C", "C", "C", "H", "H", "H", "H", "H", "H", "H", "H", "H", "H", "H", "H", "H", "H", "H", "H", "H", "H", "H", "H", "N", "S", "O", "O", "F", "S", "O", "O", "F"], "xyz": [[9.021, 2.059, -6.919], [7.731, 2.205, -6.177], [6.740, 1.349, -6.425], [5.493, 1.512, -5.861], [5.254, 2.592, -5.025], [6.354, 3.397, -4.702], [7.575, 3.193, -5.285], [3.913, 2.882, -4.456], [3.131, 1.883, -3.881], [1.917, 2.187, -3.294], [1.458, 3.445, -3.355], [2.205, 4.459, -3.853], [3.413, 4.175, -4.416], [0.181, 3.789, -2.688], [9.480, 3.041, -6.984], [8.797, 1.709, -7.920], [9.663, 1.372, -6.374], [6.922, 0.499, -7.069], [4.717, 0.797, -6.099], [6.228, 4.185, -3.970], [8.435, 3.834, -5.156], [3.368, 0.828, -3.791], [1.291, 1.463, -2.792], [1.763, 5.438, -3.742], [3.983, 5.021, -4.784], [-0.389, 4.423, -3.368], [0.358, 4.383, -1.794], [-0.395, 2.896, -2.487], [-8.895, -4.443, 1.446], [-7.570, -4.027, 0.870], [-7.218, -2.732, 0.925], [-6.058, -2.295, 0.311], [-5.280, -3.183, -0.426], [-5.690, -4.518, -0.484], [-6.826, -4.904, 0.185], [-4.014, -2.781, -1.102], [-2.837, -3.461, -0.934], [-1.733, -3.114, -1.699], [-1.821, -2.181, -2.643], [-2.987, -1.554, -2.872], [-4.081, -1.775, -2.083], [-0.630, -1.843, -3.444], [-9.274, -5.286, 0.877], [-9.525, -3.568, 1.492], [-8.692, -4.875, 2.428], [-7.838, -2.006, 1.432], [-5.852, -1.238, 0.423], [-5.081, -5.231, -1.022], [-7.115, -5.946, 0.245], [-2.722, -4.244, -0.195], [-0.779, -3.597, -1.532], [-2.985, -0.879, -3.716], [-5.034, -1.312, -2.290], [-0.073, -1.094, -2.878], [-0.927, -1.441, -4.407], [0.000, -2.715, -3.584], [-2.174, -2.057, 3.115], [-1.984, -0.895, 4.110], [-0.519, -0.529, 4.180], [-0.160, 0.627, 5.113], [1.307, 0.909, 4.852], [1.905, 1.855, 5.856], [1.700, 1.365, 7.283], [0.227, 1.170, 7.538], [-0.425, 0.253, 6.538], [-0.917, 1.868, 4.753], [-1.245, -2.374, 2.631], [-2.875, -1.816, 2.320], [-2.485, -2.966, 3.633], [-2.339, -1.171, 5.101], [-2.569, -0.060, 3.736], [-0.161, -0.159, 3.219], [0.123, -1.339, 4.521], [1.802, -0.064, 4.914], [1.398, 1.278, 3.834], [2.899, 2.183, 5.561], [1.340, 2.800, 5.808], [2.250, 0.427, 7.434], [2.209, 2.044, 7.968], [0.129, 0.708, 8.531], [-0.337, 2.079, 7.770], [-0.171, -0.797, 6.696], [-1.505, 0.275, 6.701], [-0.489, 2.255, 3.833], [-0.925, 2.578, 5.568], [-1.934, 1.564, 4.538], [1.267, -0.152, -0.818], [2.101, -1.181, 0.056], [1.363, -2.356, 0.408], [2.933, -0.626, 1.065], [3.102, -1.616, -1.105], [-0.103, 0.096, 0.036], [-0.003, 1.087, 1.045], [-1.041, -0.965, 0.203], [-0.764, 0.932, -1.200]]}


(5)
{"formula": "C33H48GeN7O2SeTi", "method": "ωB97M-V/def2-TZVPD", "spin_multiplicity": 1, "e_above_lowest_kcal_mol": 13.1, "homo_lumo_gap_ev": 5.0, "charge": 3, "species": ["Ti", "O", "C", "C", "C", "C", "C", "C", "C", "O", "N", "N", "C", "C", "C", "C", "C", "C", "N", "H", "H", "H", "H", "H", "H", "H", "H", "H", "H", "C", "C", "C", "C", "C", "C", "C", "C", "C", "C", "H", "H", "H", "H", "H", "H", "H", "H", "H", "H", "H", "H", "H", "H", "C", "C", "C", "C", "N", "C", "N", "N", "N", "H", "H", "H", "H", "H", "H", "H", "H", "H", "H", "C", "Ge", "C", "C", "C", "Se", "C", "H", "H", "H", "H", "H", "H", "H", "H", "H", "H", "H", "H", "H", "H"], "xyz": [[0.236, -0.029, 0.117], [2.314, -4.036, -2.804], [2.074, -3.053, -3.674], [2.211, -3.355, -5.031], [2.038, -2.373, -5.976], [1.698, -1.057, -5.615], [1.502, -0.760, -4.294], [1.682, -1.748, -3.298], [1.548, -1.392, -1.925], [0.810, -0.296, -1.582], [2.083, -2.062, -0.941], [1.759, -1.422, 0.216], [2.320, -1.716, 1.329], [1.923, -0.886, 2.461], [2.474, -1.014, 3.722], [2.035, -0.158, 4.730], [1.076, 0.790, 4.429], [0.579, 0.869, 3.131], [0.980, 0.048, 2.161], [2.364, -3.691, -1.898], [2.493, -4.360, -5.306], [2.182, -2.617, -7.019], [1.599, -0.296, -6.374], [1.241, 0.242, -3.989], [3.027, -2.537, 1.417], [3.227, -1.765, 3.912], [2.444, -0.234, 5.727], [0.707, 1.475, 5.178], [-0.158, 1.614, 2.872], [-2.198, -0.672, -5.623], [-1.830, 0.669, -5.003], [-2.838, 1.745, -5.432], [-1.731, 0.635, -3.492], [-1.383, 1.801, -2.788], [-1.497, 1.870, -1.416], [-1.926, 0.756, -0.658], [-2.366, 0.969, 0.773], [-2.204, -0.429, -1.369], [-2.081, -0.491, -2.747], [-2.198, -0.585, -6.708], [-3.200, -0.986, -5.329], [-1.495, -1.459, -5.357], [-0.843, 0.965, -5.374], [-3.830, 1.514, -5.049], [-2.899, 1.779, -6.518], [-2.563, 2.740, -5.090], [-1.110, 2.691, -3.337], [-1.363, 2.826, -0.915], [-1.558, 0.894, 1.527], [-3.112, 0.236, 1.074], [-2.782, 1.969, 0.892], [-2.627, -1.280, -0.847], [-2.358, -1.404, -3.252], [-1.021, -5.084, 4.085], [-1.867, -3.891, 4.514], [-1.016, -2.780, 5.114], [-2.769, -3.387, 3.385], [-1.989, -2.920, 2.212], [-1.548, -3.613, 1.147], [-0.823, -2.817, 0.396], [-0.858, -1.638, 1.027], [-1.549, -1.687, 2.117], [-0.492, -5.501, 4.939], [-0.259, -4.795, 3.355], [-1.624, -5.885, 3.657], [-2.578, -4.231, 5.275], [-0.293, -2.397, 4.387], [-0.450, -3.161, 5.961], [-1.623, -1.945, 5.464], [-3.381, -2.536, 3.684], [-3.420, -4.173, 3.005], [-1.761, -4.651, 0.965], [-0.819, 4.215, 2.322], [0.953, 4.841, 1.784], [1.896, 5.741, 3.212], [0.823, 5.858, 0.134], [2.103, 3.236, 1.354], [1.540, 2.224, -0.206], [3.256, 1.460, -0.749], [-1.505, 5.060, 2.340], [-0.827, 3.776, 3.318], [-1.222, 3.496, 1.606], [1.343, 6.628, 3.518], [2.881, 6.061, 2.877], [2.012, 5.098, 4.083], [-0.006, 6.562, 0.199], [0.650, 5.216, -0.731], [1.732, 6.430, -0.045], [2.287, 2.561, 2.189], [3.070, 3.636, 1.036], [3.926, 2.311, -0.857], [3.117, 0.971, -1.710], [3.635, 0.773, 0.004]]}


Computed E, in the same sequence as the records: -3840.6090; -6431.9228; -3096.3154; -2910.5892; -7146.9962 Ha.